Record 1
{"formula": "C5H12S", "method": "ωB97M-V/def2-TZVPD", "spin_multiplicity": 1, "de_lowest_kj_mol": 744.1, "max_force_ev_per_a": 3.10, "charge": 0, "elements": ["C", "C", "C", "C", "C", "S", "H", "H", "H", "H", "H", "H", "H", "H", "H", "H", "H", "H"], "coordinates": [[-0.005, 1.682, -1.116], [-1.758, -1.959, -0.276], [1.941, -0.835, -0.234], [-1.503, 1.253, 0.922], [1.015, -0.444, 0.814], [-0.440, 0.345, -0.299], [0.341, 1.603, -2.160], [-0.134, 2.664, -0.717], [-0.709, -2.457, -0.301], [-2.093, -1.911, -1.284], [2.586, -1.603, 0.133], [1.358, -1.346, -1.075], [2.509, 0.020, -0.602], [-2.435, 1.400, 0.387], [-1.727, 0.503, 1.786], [-0.922, 2.202, 1.284], [1.579, 0.090, 1.497], [0.397, -1.205, 1.240]], "nbo_charge": [-1.04, -0.36, -0.64, -0.74, -0.53, 0.88, 0.23, 0.22, 0.10, 0.09, 0.22, 0.20, 0.23, 0.24, 0.24, 0.24, 0.21, 0.21]}

Record 2
{"formula": "C5H12S", "method": "ωB97M-V/def2-TZVPD", "spin_multiplicity": 1, "de_lowest_kj_mol": 65.8, "max_force_ev_per_a": 2.63, "smiles": "CSC(C)(C)C", "charge": 0, "elements": ["C", "S", "C", "C", "C", "C", "H", "H", "H", "H", "H", "H", "H", "H", "H", "H", "H", "H"], "coordinates": [[-2.063, 1.019, 0.752], [-0.331, 0.816, 1.379], [0.473, -0.085, -0.039], [0.113, 0.658, -1.337], [-0.028, -1.538, 0.026], [2.005, -0.061, 0.400], [-2.543, 0.108, 1.194], [-2.673, 1.911, 1.159], [-1.969, 0.927, -0.344], [-0.980, 0.496, -1.586], [0.738, 0.114, -2.109], [0.333, 1.712, -1.356], [0.292, -1.992, 0.969], [0.578, -2.000, -0.722], [-1.118, -1.653, -0.044], [2.124, -0.292, 1.497], [2.528, -0.988, -0.018], [2.522, 0.849, 0.179]], "nbo_charge": [-0.76, 0.14, -0.10, -0.63, -0.64, -0.63, 0.21, 0.24, 0.21, 0.21, 0.21, 0.23, 0.22, 0.20, 0.22, 0.23, 0.21, 0.22]}

Record 3
{"formula": "C5H12S", "method": "ωB97M-V/def2-TZVPD", "spin_multiplicity": 1, "de_lowest_kj_mol": 593.0, "max_force_ev_per_a": 1.55, "smiles": "C=[S@@H](=CC)CC", "charge": 0, "elements": ["C", "S", "C", "C", "C", "C", "H", "H", "H", "H", "H", "H", "H", "H", "H", "H", "H", "H"], "coordinates": [[0.566, -2.074, 0.022], [-0.099, -0.549, -0.040], [-2.245, -0.609, 0.349], [-2.715, 0.728, -0.110], [1.247, 0.546, 0.616], [2.429, 0.646, -0.319], [1.507, -2.200, -0.490], [-0.175, -2.831, -0.162], [-0.146, 0.196, -1.272], [-2.195, -0.653, 1.448], [-2.446, 1.596, 0.505], [-2.414, 0.911, -1.144], [-3.804, 0.645, -0.105], [0.783, 1.520, 0.777], [1.522, 0.103, 1.571], [3.161, 1.346, 0.082], [2.910, -0.323, -0.430], [2.114, 1.001, -1.299]], "nbo_charge": [-0.97, 0.87, -0.34, -0.73, -0.54, -0.62, 0.21, 0.24, 0.00, 0.14, 0.18, 0.21, 0.25, 0.22, 0.24, 0.23, 0.22, 0.21]}

| no. | E (eV) |
| --- | --- |
| 1 | -16207.0639 |
| 2 | -16214.0933 |
| 3 | -16208.6292 |